Record 1
{
  "formula": "C16H60N16O14",
  "method": "the ωB97M-V functional and the def2-TZVPD basis",
  "elements": ["N", "H", "H", "H", "C", "O", "C", "H", "C", "H", "N", "H", "O", "H", "H", "H", "H", "N", "H", "H", "N", "H", "O", "C", "H", "H", "H", "H", "O", "N", "N", "H", "H", "O", "C", "N", "H", "O", "H", "H", "H", "C", "H", "H", "H", "N", "O", "C", "H", "N", "H", "H", "H", "H", "H", "C", "N", "H", "H", "H", "N", "C", "C", "N", "H", "H", "O", "H", "H", "H", "H", "H", "H", "O", "H", "O", "C", "H", "O", "H", "C", "C", "H", "O", "C", "H", "H", "O", "H", "H", "O", "H", "H", "H", "N", "N", "C", "N", "H", "H", "H", "H", "H", "C", "N", "H"],
  "positions_angstrom": [[-0.28137, -0.23843, 2.97025], [0.50108, -0.71455, 2.58714], [-2.73089, 2.06193, 3.41613], [-0.88232, 1.08291, 0.88681], [1.34976, -4.46809, -0.60247], [0.73781, 2.22605, -3.23047], [4.65643, -1.06833, -0.21237], [-4.12141, 4.69203, 1.40552], [-2.17845, -3.94002, -1.15971], [1.10620, 4.29760, -0.36166], [2.36228, 0.76617, -2.36671], [0.85483, 5.92839, -1.80848], [-3.53288, 2.31388, -0.81530], [-3.87648, -1.80041, 1.63375], [-2.49049, 5.33487, 0.02992], [-4.42710, 0.53026, 2.24258], [1.57034, -2.66950, -1.50121], [1.56940, -5.08515, 0.52714], [2.40972, 1.35970, -1.57168], [-1.37007, -3.46386, -1.69103], [1.69647, 0.27256, -4.39547], [6.28341, -0.81058, -1.31826], [2.53530, -2.58161, 2.28545], [-1.45469, -0.75810, 3.23309], [-1.16915, 0.37544, -2.75945], [3.83721, -2.70520, -3.35108], [2.87799, -2.83423, -4.76905], [0.49799, -0.87953, -1.20452], [-1.93162, -3.96130, 0.25524], [-4.28493, 3.94033, 0.72533], [-2.51717, 4.41328, -0.39126], [-4.53137, 0.87903, 0.59394], [2.73610, -0.16356, -2.28304], [-3.05097, 0.36738, -3.08556], [-0.65122, 0.68687, -0.11721], [1.80211, -3.32136, -0.69143], [2.17131, 5.13431, 0.76136], [1.74439, -2.11413, -3.25726], [3.54765, -1.66170, 1.40101], [-1.53653, 0.55062, -0.63136], [-0.68328, -2.51284, 2.72201], [-1.17445, 2.99321, 2.69883], [2.57324, -5.12581, 0.77074], [-2.93920, 0.50810, 1.32633], [0.08992, 3.79276, 1.34276], [-2.42805, 2.65399, 2.71182], [2.31635, 2.15421, 0.06254], [2.24402, 3.24260, 0.86106], [1.85792, -1.20317, -3.55997], [5.86921, -0.62268, -0.39782], [-1.63113, 4.17103, -0.95725], [-1.65825, 3.99743, 1.00309], [-2.26561, -2.50205, 3.43878], [3.56178, 2.66557, 2.25715], [-5.39887, -1.31920, 0.89436], [-4.31033, -1.14459, 0.89138], [4.27487, -1.11570, 0.98152], [0.63645, 5.07725, -3.25160], [-0.25608, -4.07981, 3.00713], [1.06509, 0.39013, -5.24562], [-0.90011, 3.67857, 1.64956], [1.44621, -2.96630, 2.98042], [0.10884, 5.33509, -2.38250], [1.32965, -2.74159, 4.24602], [1.12698, -0.43761, 0.36136], [-0.18932, 0.70564, 3.36771], [3.87429, -1.29217, -1.34544], [-1.59164, -0.82694, -3.95251], [-5.05808, 3.21680, 0.89362], [0.38026, -2.94728, 4.74182], [-3.24412, 0.71938, -2.24119], [0.73250, -4.04549, 1.52049], [2.19560, -2.90327, 0.14799], [0.68138, -5.13119, -1.65302], [-3.12921, -3.46200, -1.24266], [-0.60848, -1.63617, 0.37940], [-3.96133, 0.24450, 1.28704], [-0.74951, 5.92454, -2.54646], [-0.22529, 2.51820, 3.55764], [1.10379, -5.99486, 0.59104], [-3.49017, 3.54410, -0.21545], [-1.88075, -0.35265, -3.06198], [-1.82827, -1.19119, -2.37561], [-2.54801, -0.00776, 3.72942], [1.60473, 1.11353, -3.36343], [2.49758, -3.89875, -3.45996], [-0.11347, 1.51166, -0.62753], [-0.07210, 4.14567, -1.67232], [0.22501, 3.46069, -2.27451], [4.79286, -0.55024, 1.57584], [-3.87319, -1.37511, -0.39560], [-0.94183, -1.42300, 1.30508], [2.69813, 4.18841, 2.61057], [2.07746, -2.28750, 4.71280], [2.86367, 3.37485, 2.00742], [0.47141, -3.64161, 2.45407], [0.17951, -0.59179, -0.15911], [-1.53840, -2.00220, 2.90309], [6.46608, -0.46308, 0.33869], [-3.04305, 2.96536, 1.96359], [2.56253, -0.14929, -4.70537], [-2.32839, -4.97600, -1.46676], [-1.17979, -3.34227, 0.35772], [2.79255, -2.92394, -3.73321], [1.63818, 4.30963, 0.49156], [-2.92700, -1.38982, -0.23526]],
  "forces_ev_per_angstrom": [[0.31, 2.73, 1.18], [0.44, -0.33, -0.16], [-0.82, -1.60, 1.34], [0.27, -0.61, -0.29], [-5.51, -6.30, -8.97], [3.95, -5.26, -1.79], [-4.05, -0.69, -9.16], [-0.18, -0.64, -0.85], [-0.68, -1.06, 0.98], [-0.19, -0.06, -0.74], [0.36, 0.09, 0.14], [-0.51, 0.25, -0.22], [-0.04, 6.53, 2.74], [0.17, -0.82, 0.02], [-0.55, -0.24, -0.22], [0.42, -0.48, 0.17], [0.74, -1.29, 0.91], [1.34, -3.50, 3.67], [-0.10, 0.61, 0.98], [0.09, 0.03, -0.34], [-2.08, 0.13, -4.74], [-0.46, 0.54, 0.78], [-4.25, -1.54, 2.56], [-5.11, 5.92, 3.13], [1.68, 0.17, 0.06], [-1.30, 0.01, 0.23], [-0.10, -0.10, -2.06], [-0.79, 0.29, 0.99], [1.25, 0.20, 0.34], [-5.42, -1.67, 2.96], [3.66, 1.13, -2.78], [0.75, 0.03, -0.23], [0.61, -0.25, 0.35], [-1.57, -0.73, -2.32], [2.34, 1.25, 0.28], [1.46, 6.67, -1.30], [-0.89, 0.07, -0.34], [0.02, 0.15, 0.67], [-0.87, -0.07, -0.09], [-1.94, -0.30, -0.95], [-0.57, 0.32, -0.20], [4.24, -3.40, 3.82], [-0.93, 0.04, 0.14], [0.93, 0.03, -0.21], [-1.65, 0.10, 0.67], [-1.96, 0.64, 0.24], [-0.24, 4.08, 4.01], [1.97, -7.15, -4.09], [-0.55, -0.61, 0.02], [1.79, 0.29, -3.70], [-1.64, 0.16, 0.58], [1.58, -0.78, 0.97], [0.27, 0.28, -1.07], [-0.81, 0.68, 0.02], [0.28, 0.22, 0.16], [-1.22, 0.10, 1.29], [-1.88, -0.58, 3.48], [0.29, 0.03, -1.73], [0.59, -0.36, -0.17], [0.93, 0.09, 2.03], [2.59, 3.02, -3.08], [5.16, 0.83, -2.85], [2.30, 0.58, 1.51], [-2.46, 0.17, 3.93], [0.12, -0.17, 0.36], [0.42, 0.46, -0.57], [3.49, 0.05, 5.22], [-0.11, -0.04, -1.88], [1.40, 1.85, 0.07], [2.84, 0.71, -1.06], [-0.26, 0.63, 1.50], [-0.56, -0.20, 0.74], [-0.07, 0.16, -0.32], [2.99, 3.19, 5.15], [-0.51, 0.70, -0.72], [-0.21, -0.29, 1.29], [-3.25, 1.51, 0.37], [-1.25, 0.40, -0.25], [-3.54, 1.96, -3.00], [0.45, 0.38, -0.36], [1.56, -6.22, -4.12], [0.67, 0.20, 1.70], [-0.44, -0.19, 0.71], [5.75, -4.17, -1.84], [-3.71, 5.70, 2.09], [-0.01, -1.35, 0.14], [-0.15, -0.44, 0.15], [-1.07, 0.48, 0.93], [0.33, -1.82, -0.41], [0.93, 0.66, 1.63], [0.73, -0.57, -0.73], [0.46, -0.10, -2.44], [0.12, -0.98, -0.39], [0.23, 0.47, 0.54], [2.03, -0.80, 2.31], [-0.82, -1.56, -2.37], [-0.05, 0.93, -0.62], [-2.76, -3.85, 1.22], [1.53, 0.14, 1.72], [0.29, -0.65, 0.74], [0.28, 0.57, 0.48], [0.43, 0.05, -0.31], [-0.70, -0.29, 0.04], [1.31, 0.65, 1.28], [-1.01, 4.04, -0.78], [0.64, -0.24, -0.90]],
  "lumo_ha": -0.0009,
  "homo_lumo_gap_ev": 8.376,
  "multiplicity": 1,
  "homo_energy_ev": -8.40,
  "e_tot_ha": -2574.97777
}

***

Record 2
{
  "formula": "H22O11",
  "method": "the ωB97M-V functional and the def2-TZVPD basis",
  "elements": ["H", "H", "H", "O", "H", "H", "O", "O", "H", "O", "H", "O", "H", "O", "H", "H", "H", "H", "O", "O", "H", "H", "O", "H", "H", "H", "O", "H", "H", "O", "H", "H", "H"],
  "positions_angstrom": [[-5.80919, 16.78111, 3.27594], [-8.81279, 18.14186, 5.57693], [-8.16705, 15.38052, 4.18050], [-9.35458, 16.58712, 7.41548], [-9.69077, 14.38885, 5.21542], [-9.07006, 17.36516, 6.93596], [-9.51571, 14.93249, 5.98355], [-7.24867, 15.94081, 5.35378], [-6.33158, 17.96520, 6.46567], [-8.59425, 18.38451, 6.47670], [-9.25921, 15.87040, 6.78821], [-7.74104, 14.13020, 6.96880], [-5.18957, 15.43696, 4.36306], [-5.69522, 14.42248, 4.77736], [-8.72241, 14.55819, 6.36671], [-4.86039, 14.96441, 6.81970], [-6.83504, 14.42284, 6.87001], [-6.50660, 15.39149, 5.60639], [-4.68423, 16.19387, 4.06648], [-6.72519, 17.01607, 3.12776], [-4.19718, 16.47560, 4.84085], [-7.74025, 18.81158, 6.40940], [-4.25019, 15.69465, 6.71657], [-7.21238, 16.21437, 3.31788], [-4.03465, 15.95557, 7.61195], [-7.44215, 16.45737, 6.13606], [-6.34065, 17.77681, 7.40410], [-7.53883, 14.43437, 3.17948], [-5.94421, 13.98075, 3.96551], [-8.05191, 15.24012, 3.24068], [-7.68809, 13.38208, 7.56356], [-5.43804, 17.92335, 7.68704], [-5.41124, 13.71611, 5.35756]],
  "forces_ev_per_angstrom": [[0.20, 0.86, -0.01], [-0.25, 0.35, -0.83], [-0.44, -0.01, 1.15], [-0.67, -1.10, 3.44], [-0.44, -0.01, -0.38], [-0.52, -1.12, 1.78], [-3.94, -2.65, -4.41], [0.10, 1.46, 2.20], [0.62, -0.22, -0.47], [1.35, 4.67, -2.93], [-0.91, 1.56, 1.02], [4.15, -2.59, 2.52], [1.46, 1.81, -0.35], [-0.96, -6.75, 1.06], [-0.48, -0.30, -0.50], [0.15, 0.04, 0.36], [-0.30, 0.25, 0.32], [-0.64, 1.15, -0.43], [3.51, 2.38, -0.99], [0.63, 3.35, -1.54], [0.17, 0.17, -0.08], [-0.13, 0.51, 0.31], [0.24, -0.14, 0.05], [0.51, 1.17, -0.75], [0.10, 0.05, 0.34], [-0.64, 0.30, 0.47], [0.28, 0.02, 0.53], [-0.44, -0.29, -0.37], [-0.11, -0.29, -0.41], [-2.94, -3.84, -1.53], [-0.43, -0.32, 0.46], [0.25, 0.13, 0.04], [0.53, -0.61, -0.06]],
  "lumo_ha": -0.0499,
  "homo_lumo_gap_ev": 6.994,
  "multiplicity": 1,
  "homo_energy_ev": -8.35,
  "e_tot_ha": -840.48556
}

***

Record 3
{
  "formula": "C32H28CrN5O2S2",
  "method": "the ωB97M-V functional and the def2-TZVPD basis",
  "elements": ["C", "H", "C", "H", "N", "H", "H", "C", "H", "C", "H", "H", "H", "H", "H", "H", "H", "C", "C", "C", "H", "C", "Cr", "C", "C", "O", "C", "N", "N", "C", "H", "C", "C", "H", "C", "C", "H", "H", "H", "N", "C", "H", "H", "C", "C", "H", "S", "H", "H", "O", "H", "C", "C", "C", "C", "C", "S", "C", "C", "N", "C", "C", "C", "H", "C", "H", "H", "C", "C", "H"],
  "positions_angstrom": [[3.45481, -2.99168, -1.35185], [-0.42621, -0.97601, 4.21853], [0.50649, -1.12135, -4.12083], [-1.58824, -1.63696, 3.03284], [-0.55960, -0.29143, -2.15637], [-3.99398, 4.29689, -2.53926], [2.06413, 1.94928, 0.23603], [-0.68233, -1.04978, 3.14989], [1.86969, -0.22593, 3.13173], [3.72494, -3.05715, 0.92080], [1.20790, -1.79079, -4.59806], [2.43216, -2.13952, 2.65599], [1.54412, 0.68284, -0.89545], [-4.13676, 3.94918, -0.05460], [3.88191, -3.77100, -1.98607], [-2.67098, 2.69792, -3.88498], [0.34492, 1.36952, 3.93188], [2.65116, -0.88313, 0.74941], [1.91322, -2.21014, 0.28990], [-2.76548, 2.56821, -2.81787], [3.99932, 0.80323, 0.31506], [1.60323, 0.57144, 2.44073], [-1.50240, -0.61871, -0.17304], [-3.46283, 2.49346, 4.16916], [-4.55972, 0.80555, 2.87857], [0.73967, -1.08580, -6.90820], [1.26638, -1.81444, -1.82284], [1.60687, 0.05230, 1.09573], [-0.88538, 0.28772, 2.57657], [-1.26878, 0.54881, -2.92952], [-5.59761, 2.30206, 4.00766], [-2.23928, 1.95215, 3.79620], [4.87084, -1.03479, -0.24834], [2.86663, -1.80945, -3.16543], [2.69310, -2.10755, 1.60390], [-3.49820, 3.46121, -2.06221], [-2.99398, 1.99257, 0.92402], [-1.70527, 1.23775, -4.94781], [-5.46557, 0.36091, 2.48598], [-2.22984, 1.31445, -0.86152], [4.57452, -2.48008, -0.30696], [0.10786, -1.56795, 2.61049], [2.07877, -4.33048, -0.07452], [-3.34244, 0.26354, 2.45604], [0.35578, -1.07838, -2.73911], [-3.49037, 3.36353, 4.81326], [-0.70792, -2.84314, -0.20235], [0.08114, 2.11125, 2.35349], [5.81282, -0.63155, -0.59923], [-0.80906, 0.56387, -7.04434], [2.35044, 1.37479, 2.58532], [-1.14320, 0.57656, -4.30391], [-0.08887, -0.27247, -6.46797], [2.53749, -2.12121, -2.18236], [3.90259, -0.27361, 0.23878], [-2.13138, 1.50138, -2.18834], [-3.38535, -1.03960, 1.27630], [1.38941, 1.08689, 0.10197], [-4.63202, 1.90305, 3.72152], [0.77424, -1.94271, -0.50196], [-2.93841, 2.18678, -0.13686], [-3.58068, 3.27571, -0.69110], [0.25292, 1.15522, 2.85443], [5.47030, -3.08355, -0.44367], [-0.25053, -0.28867, -4.92290], [4.23877, -3.77941, 1.54851], [-1.34141, 2.41963, 4.17264], [-2.14998, 0.83715, 2.96162], [2.69063, -3.43073, -0.13379], [0.36489, 1.46233, 0.15866]],
  "forces_ev_per_angstrom": [[-0.01, -0.01, 0.01], [0.00, 0.00, 0.00], [-0.01, 0.01, -0.01], [0.00, 0.00, 0.00], [-0.05, 0.01, 0.03], [0.00, 0.00, 0.00], [0.00, 0.00, 0.00], [0.00, 0.00, 0.02], [0.01, 0.00, -0.01], [0.00, -0.02, -0.02], [0.00, 0.00, 0.01], [0.00, 0.00, 0.00], [0.00, 0.00, 0.00], [0.00, 0.00, 0.00], [0.00, 0.00, 0.00], [0.00, 0.00, 0.00], [0.00, 0.00, 0.00], [0.01, -0.01, 0.02], [0.00, 0.00, -0.02], [0.00, 0.00, -0.02], [0.00, 0.00, 0.00], [-0.02, -0.01, 0.00], [0.07, -0.08, -0.06], [0.00, 0.01, 0.00], [0.01, 0.01, 0.01], [0.00, 0.00, -0.01], [-0.04, 0.02, 0.02], [0.01, 0.01, 0.01], [0.03, -0.03, 0.01], [0.01, 0.01, -0.01], [0.00, 0.00, 0.00], [0.01, -0.01, 0.00], [0.00, 0.00, 0.00], [0.00, 0.00, 0.00], [-0.02, 0.02, 0.00], [-0.01, 0.00, 0.01], [0.00, 0.01, 0.00], [0.00, 0.00, 0.01], [0.00, 0.00, 0.00], [-0.03, 0.04, -0.01], [-0.01, 0.02, -0.01], [0.00, 0.00, 0.00], [-0.01, 0.00, 0.00], [0.00, -0.02, -0.01], [0.04, -0.03, 0.02], [0.00, 0.00, 0.00], [0.00, 0.07, 0.01], [0.00, 0.00, 0.00], [0.00, 0.00, 0.00], [0.00, 0.00, -0.01], [0.00, 0.00, -0.01], [0.02, -0.01, -0.03], [-0.01, 0.00, 0.02], [0.02, 0.00, -0.02], [0.00, 0.00, 0.01], [-0.01, 0.00, 0.02], [-0.01, 0.02, 0.02], [0.00, 0.01, 0.01], [-0.01, -0.01, -0.01], [-0.02, -0.04, 0.01], [0.01, -0.03, 0.00], [-0.01, 0.01, 0.00], [0.00, 0.01, -0.03], [0.00, 0.00, 0.00], [0.00, 0.00, 0.00], [0.00, 0.00, 0.00], [0.00, 0.00, 0.00], [-0.03, 0.01, 0.00], [0.02, 0.01, 0.01], [0.00, 0.00, -0.01]],
  "lumo_ha": [0.0729, 0.0688],
  "homo_lumo_gap_ev": [6.835, 6.811],
  "multiplicity": 5,
  "charge": -1,
  "s_squared": 6.029,
  "homo_energy_ev": [-4.85, -4.94],
  "e_tot_ha": -3501.33096
}